[1]
{"formula": "C2H7NO", "method": "ωB97M-V/def2-TZVPD", "elements": ["C", "C", "N", "H", "H", "H", "H", "H", "H", "H", "O"], "coordinates": [[-1.003, -1.652, -0.572], [-1.135, -0.759, 0.427], [-0.020, -0.214, 1.030], [0.027, -1.834, -0.883], [-1.699, -2.190, -1.193], [-2.067, -0.609, 0.954], [0.907, -0.362, 0.669], [-0.157, 0.605, 1.602], [1.711, 1.633, -1.533], [0.912, 1.836, -0.216], [1.686, 2.104, -0.674]], "mulliken_charge": [-0.9009, 0.2580, -0.4877, 0.1523, 0.2758, 0.2749, 0.2223, 0.2263, 0.3296, 0.3061, -0.6568], "homo_energy_ev": -8.314, "gap_ev": 9.20, "smiles": "C=CN.O", "lumo_energy_ev": 0.89, "max_force_ev_per_a": 1.93}

[2]
{"formula": "C2H7NO2", "method": "ωB97M-V/def2-TZVPD", "elements": ["C", "C", "N", "O", "O", "H", "H", "H", "H", "H", "H", "H"], "coordinates": [[-0.267, 0.379, -0.494], [1.249, -0.649, 0.916], [-1.476, 0.529, 0.263], [0.270, -0.872, -0.536], [-0.377, 0.981, -1.741], [-0.196, 0.318, -2.421], [0.522, 0.987, 0.110], [-1.758, -0.311, 0.756], [-2.286, 0.759, -0.303], [0.864, -0.195, 1.828], [1.285, -1.718, 1.077], [2.170, -0.207, 0.545]], "mulliken_charge": [0.4249, -0.7078, -0.5624, -0.4967, -0.5138, 0.2887, 0.1408, 0.2224, 0.2427, 0.3554, 0.2462, 0.3597], "homo_energy_ev": -9.437, "gap_ev": 10.24, "smiles": "CO[C@H](N)O", "lumo_energy_ev": 0.80, "max_force_ev_per_a": 4.27}

[3]
{"formula": "C2H7NO2", "method": "ωB97M-V/def2-TZVPD", "elements": ["C", "O", "H", "H", "H", "H", "C", "N", "O", "H", "H", "H"], "coordinates": [[2.544, 0.814, -1.056], [1.606, -0.123, -1.578], [2.496, 1.741, -1.625], [3.567, 0.442, -1.044], [2.235, 1.026, -0.031], [2.033, -0.621, -2.285], [-1.648, 0.062, 1.235], [-0.908, -0.183, 0.130], [-2.361, -0.729, 1.804], [-1.552, 1.104, 1.591], [-0.714, -1.115, -0.195], [-0.384, 0.581, -0.256]], "mulliken_charge": [-0.5632, -0.4965, 0.2677, 0.3073, 0.2035, 0.2907, 0.1428, -0.2609, -0.5474, 0.2617, 0.1948, 0.1993], "homo_energy_ev": -9.769, "gap_ev": 10.35, "smiles": "NC=O.CO", "lumo_energy_ev": 0.58, "max_force_ev_per_a": 0.51}

[4]
{"formula": "C2H7NO2", "method": "ωB97M-V/def2-TZVPD", "elements": ["O", "C", "H", "H", "N", "C", "O", "H", "H", "H", "H", "H"], "coordinates": [[1.651, -1.527, 1.013], [2.425, -2.092, 1.686], [3.021, -2.956, 1.348], [2.464, -1.908, 2.745], [-0.888, 0.879, -1.992], [-1.176, 1.703, -0.797], [-1.781, 0.987, 0.210], [-0.215, 0.162, -1.826], [-1.495, 0.414, -2.583], [-0.376, 2.276, -0.436], [-2.153, 2.289, -1.099], [-1.480, 0.231, 0.670]], "mulliken_charge": [-0.3444, -0.0796, 0.2064, 0.2137, -0.5113, -0.1189, -0.5236, 0.1732, 0.2179, 0.2773, 0.2021, 0.2874], "homo_energy_ev": -9.128, "gap_ev": 9.95, "smiles": "C=O.NCO", "lumo_energy_ev": 0.82, "max_force_ev_per_a": 5.89}

[5]
{"formula": "C2H7NO2", "method": "ωB97M-V/def2-TZVPD", "elements": ["C", "H", "H", "H", "H", "N", "C", "O", "O", "H", "H", "H"], "coordinates": [[-0.869, 2.112, 0.554], [-1.705, 1.579, 1.002], [0.044, 1.862, 1.092], [-1.042, 3.180, 0.634], [-0.775, 1.831, -0.491], [1.151, -0.802, -0.341], [0.255, -1.929, -0.201], [-0.050, -2.461, -1.391], [-0.168, -2.367, 0.824], [2.002, -1.045, 0.165], [0.759, -0.039, 0.210], [0.401, -1.921, -2.057]], "mulliken_charge": [-1.0290, 0.2733, 0.2191, 0.2936, 0.2667, -0.6001, 0.6947, -0.4330, -0.5069, 0.2662, 0.2041, 0.3514], "homo_energy_ev": -10.419, "gap_ev": 11.06, "smiles": "NC(=O)O.C", "lumo_energy_ev": 0.64, "max_force_ev_per_a": 0.31}

[6]
{"formula": "C2H7NO2Si", "method": "ωB97M-V/def2-TZVPD", "elements": ["C", "C", "N", "O", "O", "Si", "H", "H", "H", "H", "H", "H", "H"], "coordinates": [[-0.270, -0.130, 1.526], [0.052, -0.291, 0.095], [1.465, -0.327, -0.077], [2.271, -0.409, 0.823], [1.855, -0.437, -1.215], [-0.803, 0.769, -1.269], [0.301, -0.709, 2.119], [-1.378, -0.255, 1.706], [0.235, 0.818, 1.875], [-0.627, -1.891, -0.946], [-2.279, 0.604, -1.012], [-0.206, 2.105, -1.140], [-0.617, 0.153, -2.483]], "mulliken_charge": [-1.2936, 0.0372, 0.9165, -0.6021, -0.5674, 0.5058, 0.4468, 0.3107, 0.3376, 0.2343, -0.1009, -0.1085, -0.1165], "homo_energy_ev": [-9.956, -10.381], "gap_ev": [8.51, 8.62], "lumo_energy_ev": [-1.45, -1.76], "max_force_ev_per_a": 3.83}

[7]
{"formula": "C2H7NO3", "method": "ωB97M-V/def2-TZVPD", "elements": ["O", "C", "O", "C", "N", "H", "H", "H", "H", "H", "H", "H", "O"], "coordinates": [[2.317, 0.013, 1.120], [2.081, -0.965, 0.431], [1.647, -1.152, -0.726], [-0.328, 1.249, -0.185], [-0.746, 0.289, -1.134], [2.353, -1.990, 0.860], [-0.849, 2.214, -0.236], [-0.484, 0.866, 0.843], [0.750, 1.476, -0.360], [-0.051, -0.401, -1.437], [-2.985, -0.806, 0.936], [-1.627, -0.143, -0.751], [-2.080, -0.650, 0.638]], "mulliken_charge": [-0.4921, 0.2370, -0.5537, -0.6290, -0.1868, 0.3400, 0.2842, 0.3044, 0.3460, 0.3683, 0.2637, 0.3705, -0.6524], "homo_energy_ev": -9.267, "gap_ev": 4.02, "lumo_energy_ev": -5.24, "max_force_ev_per_a": 2.70}

[8]
{"formula": "C2H7NO3", "method": "ωB97M-V/def2-TZVPD", "elements": ["C", "N", "C", "O", "O", "H", "H", "H", "H", "H", "H", "H", "O"], "coordinates": [[0.136, -1.513, -1.672], [0.882, -0.714, -0.699], [0.365, 0.072, 0.286], [-0.984, 0.034, 0.450], [1.139, 0.783, 0.957], [0.954, -2.165, -2.297], [-0.643, -2.176, -1.170], [-0.470, -0.982, -2.457], [1.885, -0.735, -0.918], [-1.084, 0.494, 1.379], [0.055, 2.362, 1.872], [-1.291, 2.103, 2.551], [-0.943, 2.437, 1.718]], "mulliken_charge": [-0.7069, -0.1849, 0.6475, -0.4398, -0.6697, 0.2408, 0.2403, 0.2539, 0.2808, 0.3395, 0.3749, 0.3288, -0.7051], "homo_energy_ev": -9.802, "gap_ev": 10.41, "smiles": "CNC(=O)O.O", "lumo_energy_ev": 0.61, "max_force_ev_per_a": 3.12}

[9]
{"formula": "C2H7NO3", "method": "ωB97M-V/def2-TZVPD", "elements": ["N", "C", "O", "H", "H", "H", "H", "H", "O", "C", "O", "H", "H"], "coordinates": [[0.941, 0.131, -0.693], [1.669, 0.306, 0.574], [2.692, -0.623, 0.877], [0.283, 0.883, -0.853], [1.574, -0.044, -1.461], [2.109, 1.307, 0.640], [0.886, 0.318, 1.341], [2.156, -1.328, 1.263], [-1.803, 1.241, -0.269], [-2.241, 0.126, -0.261], [-1.654, -1.070, -0.266], [-3.355, 0.007, -0.419], [-0.767, -0.965, -0.694]], "mulliken_charge": [-0.5051, -0.3414, -0.4932, 0.2787, 0.1899, 0.2883, 0.2619, 0.3393, -0.4734, 0.1648, -0.4418, 0.3329, 0.3990], "homo_energy_ev": -9.886, "gap_ev": 10.67, "smiles": "O=CO.NCO", "lumo_energy_ev": 0.78, "max_force_ev_per_a": 2.88}

[10]
{"formula": "C2H7NO3", "method": "ωB97M-V/def2-TZVPD", "elements": ["C", "C", "N", "O", "O", "O", "H", "H", "H", "H", "H", "H", "H"], "coordinates": [[0.730, -0.789, 0.273], [-0.278, -0.366, 1.331], [-0.319, 1.846, -0.882], [-0.414, 0.274, -1.506], [0.884, 0.193, -0.758], [0.423, -2.009, -0.318], [-0.340, -1.851, -0.898], [1.742, -0.875, 0.686], [0.384, 2.363, -1.413], [-1.239, 2.022, -1.270], [-0.015, 0.612, 1.736], [-0.283, -1.109, 2.127], [-1.274, -0.311, 0.892]], "mulliken_charge": [0.3037, -1.0357, -0.3149, -0.2868, -0.2348, -0.5182, 0.3344, 0.2874, 0.2733, 0.2559, 0.3086, 0.3567, 0.2703], "homo_energy_ev": -10.077, "gap_ev": 10.50, "smiles": "C[C@@H](O)OON", "lumo_energy_ev": 0.42, "max_force_ev_per_a": 6.24}

[11]
{"formula": "C2H7NO4", "method": "ωB97M-V/def2-TZVPD", "elements": ["O", "C", "N", "C", "O", "H", "H", "H", "H", "H", "O", "H", "H", "O"], "coordinates": [[1.607, 0.191, 1.902], [0.608, 0.816, 1.701], [0.140, 1.167, 0.437], [0.709, 0.915, -0.815], [1.646, 0.195, -1.001], [-0.084, 1.210, 2.471], [-0.816, 1.472, 0.427], [0.191, 1.462, -1.617], [0.565, -1.504, 0.026], [1.733, -2.526, 0.165], [0.780, -2.463, 0.001], [-2.521, -0.647, -0.473], [-2.325, -0.279, -2.075], [-2.233, -0.009, -1.148]], "mulliken_charge": [-0.4475, 0.0600, -0.1184, 0.0114, -0.4483, 0.3509, 0.2673, 0.3738, 0.2525, 0.3521, -0.6562, 0.3154, 0.3131, -0.6260], "homo_energy_ev": -10.199, "gap_ev": 10.49, "smiles": "O=CNC=O.O.O", "lumo_energy_ev": 0.29, "max_force_ev_per_a": 1.27}

[12]
{"formula": "C2H7NO4", "method": "ωB97M-V/def2-TZVPD", "elements": ["C", "C", "O", "O", "O", "H", "H", "H", "H", "N", "O", "H", "H", "H"], "coordinates": [[-1.064, -1.452, 0.523], [-0.350, -0.455, -0.316], [-0.816, 1.164, 0.631], [-0.521, 2.245, -0.285], [-0.254, -0.290, -1.481], [-1.265, 2.183, -0.901], [-0.605, -2.428, 0.360], [-2.107, -1.483, 0.210], [-1.004, -1.195, 1.578], [2.160, 0.457, -0.213], [1.107, -0.082, 0.589], [0.392, 0.757, 0.896], [2.621, -0.363, -0.600], [1.706, 0.941, -0.990]], "mulliken_charge": [-1.0170, 0.7490, -0.4831, -0.3438, -0.4937, 0.3241, 0.3167, 0.3238, 0.3088, -0.4117, -0.3706, 0.5432, 0.2749, 0.2794], "homo_energy_ev": -9.672, "gap_ev": 10.45, "lumo_energy_ev": 0.77, "max_force_ev_per_a": 0.59}